{
  "formula": "C9H12F3N2O",
  "method": "the ωB97M-V functional and the def2-TZVPD basis",
  "homo_lumo_gap_ev": 7.5,
  "total_charge": 1,
  "e_lumo_ha": -0.1954,
  "smiles": "NC[C@@H](O)Cc1[nH+]cccc1C(F)(F)F",
  "total_energy_ev": -22691.34718,
  "max_force_ev_per_a": 5.46,
  "symbols": ["N", "C", "C", "O", "C", "C", "N", "C", "C", "C", "C", "C", "F", "F", "F", "H", "H", "H", "H", "H", "H", "H", "H", "H", "H", "H", "H"],
  "coordinates": [[0.65, -3.02, 0.29], [-0.62, -3.02, -0.53], [-0.91, -1.63, -1.35], [-2.31, -1.12, -1.16], [0.23, -0.46, -1.14], [-0.05, 0.56, 0.10], [-1.05, 0.38, 1.22], [-1.29, 1.41, 2.35], [-0.45, 2.82, 2.43], [0.69, 3.10, 1.28], [0.88, 1.95, 0.12], [2.06, 2.25, -1.03], [2.89, 3.46, -0.66], [1.45, 2.45, -2.36], [3.05, 1.12, -1.11], [1.43, -2.98, -0.44], [0.75, -3.90, 0.86], [-1.54, -3.37, 0.15], [-0.49, -3.90, -1.33], [-0.87, -1.92, -2.51], [-2.93, -1.92, -1.04], [0.19, 0.20, -2.13], [1.34, -0.90, -1.13], [-1.63, -0.48, 1.28], [-2.11, 1.19, 3.18], [-0.65, 3.63, 3.29], [1.29, 4.10, 1.35]],
  "nbo_charge": [-0.866, -0.269, 0.084, -0.747, -0.512, 0.382, -0.514, 0.072, -0.233, -0.066, -0.143, 0.981, -0.322, -0.316, -0.332, 0.360, 0.392, 0.208, 0.202, 0.210, 0.493, 0.290, 0.302, 0.470, 0.284, 0.296, 0.295]
}

---

{
  "formula": "C72H138O54",
  "method": "the ωB97M-V functional and the def2-TZVPD basis",
  "homo_lumo_gap_ev": 9.5,
  "e_lumo_ha": 0.0057,
  "total_energy_ev": -187454.49728,
  "max_force_ev_per_a": 3.75,
  "symbols": ["C", "C", "O", "C", "O", "O", "H", "H", "H", "H", "C", "C", "O", "C", "O", "O", "H", "H", "H", "H", "C", "C", "O", "C", "O", "O", "H", "H", "H", "H", "C", "C", "O", "C", "O", "O", "H", "H", "H", "H", "C", "C", "O", "C", "O", "O", "H", "H", "H", "H", "C", "C", "O", "C", "O", "O", "H", "H", "H", "H", "C", "C", "O", "C", "O", "O", "H", "H", "H", "H", "C", "C", "O", "C", "O", "O", "H", "H", "H", "H", "C", "C", "O", "C", "O", "O", "H", "H", "H", "H", "C", "C", "O", "C", "O", "O", "H", "H", "H", "H", "C", "C", "O", "C", "O", "O", "H", "H", "H", "H", "C", "C", "O", "C", "O", "O", "H", "H", "H", "H", "C", "O", "C", "C", "O", "C", "H", "H", "H", "H", "H", "H", "H", "H", "H", "H", "C", "O", "C", "C", "O", "C", "H", "H", "H", "H", "H", "H", "H", "H", "H", "H", "C", "O", "C", "C", "O", "C", "H", "H", "H", "H", "H", "H", "H", "H", "H", "H", "C", "O", "C", "C", "O", "C", "H", "H", "H", "H", "H", "H", "H", "H", "H", "H", "C", "O", "C", "C", "O", "C", "H", "H", "H", "H", "H", "H", "H", "H", "H", "H", "C", "O", "C", "C", "O", "C", "H", "H", "H", "H", "H", "H", "H", "H", "H", "H", "C", "O", "C", "C", "O", "C", "H", "H", "H", "H", "H", "H", "H", "H", "H", "H", "C", "O", "C", "C", "O", "C", "H", "H", "H", "H", "H", "H", "H", "H", "H", "H", "C", "O", "C", "C", "O", "C", "H", "H", "H", "H", "H", "H", "H", "H", "H", "H"],
  "coordinates": [[-2.68, -3.99, -1.34], [-2.72, -3.28, -0.03], [-3.99, -2.69, -0.10], [-4.16, -2.25, -1.32], [-4.86, -1.36, -1.64], [-3.47, -3.02, -2.20], [-3.25, -4.91, -1.33], [-1.68, -4.18, -1.74], [-1.96, -2.50, 0.09], [-2.81, -4.04, 0.77], [1.62, -5.56, 0.49], [0.13, -5.45, 0.73], [-0.09, -5.82, 2.16], [1.11, -6.15, 2.69], [1.18, -6.48, 3.84], [2.15, -5.99, 1.83], [2.10, -4.60, 0.32], [1.93, -6.36, -0.19], [-0.48, -6.12, 0.15], [-0.17, -4.44, 0.47], [-5.77, -1.87, 3.38], [-6.32, -3.24, 3.80], [-7.68, -2.98, 4.08], [-7.90, -1.68, 4.07], [-8.91, -1.15, 4.44], [-6.87, -0.99, 3.60], [-5.68, -1.94, 2.25], [-4.89, -1.43, 3.76], [-5.89, -3.67, 4.70], [-6.29, -3.99, 2.98], [2.59, 2.98, -5.07], [3.81, 3.36, -4.25], [4.44, 2.06, -4.07], [3.43, 1.19, -4.02], [3.52, 0.08, -3.54], [2.34, 1.62, -4.68], [2.87, 2.90, -6.11], [1.73, 3.55, -5.00], [3.58, 3.76, -3.25], [4.55, 3.98, -4.73], [-3.27, -0.93, 6.48], [-2.37, -1.34, 7.67], [-2.67, -2.70, 7.89], [-3.78, -3.02, 7.16], [-4.14, -4.17, 7.10], [-4.19, -2.03, 6.39], [-2.76, -1.05, 5.57], [-3.65, 0.07, 6.54], [-2.58, -0.80, 8.60], [-1.30, -1.29, 7.45], [0.94, -1.76, -4.90], [0.34, -1.01, -6.07], [1.32, -1.25, -7.08], [1.84, -2.46, -6.87], [2.59, -3.08, -7.59], [1.57, -2.84, -5.61], [0.17, -2.10, -4.22], [1.69, -1.13, -4.44], [0.46, 0.01, -5.79], [-0.68, -1.38, -6.30], [6.17, -6.10, 1.14], [5.01, -5.14, 0.82], [4.70, -5.44, -0.52], [5.37, -6.57, -0.93], [5.20, -7.00, -2.00], [6.18, -7.01, 0.00], [5.93, -6.64, 2.01], [7.13, -5.65, 1.27], [5.45, -4.08, 0.78], [4.08, -5.35, 1.41], [3.43, -4.73, -3.79], [3.66, -3.54, -2.84], [2.47, -3.60, -2.00], [1.61, -4.52, -2.47], [0.49, -4.72, -2.03], [2.13, -5.16, -3.47], [4.15, -5.48, -3.62], [3.36, -4.33, -4.82], [3.65, -2.59, -3.37], [4.55, -3.57, -2.21], [-2.64, 4.17, -6.82], [-3.42, 4.33, -5.51], [-2.51, 3.53, -4.64], [-1.26, 3.41, -5.24], [-0.34, 2.96, -4.67], [-1.25, 3.84, -6.50], [-2.54, 5.17, -7.34], [-2.99, 3.40, -7.48], [-4.44, 3.95, -5.56], [-3.36, 5.37, -5.25], [3.86, 4.81, 5.54], [3.87, 5.97, 4.56], [2.94, 5.55, 3.58], [2.53, 4.27, 3.80], [1.88, 3.60, 3.11], [3.12, 3.78, 4.92], [3.38, 5.09, 6.47], [4.85, 4.45, 5.74], [4.82, 6.06, 4.10], [3.42, 6.92, 4.96], [-2.64, -5.73, 4.41], [-1.58, -5.12, 5.24], [-1.19, -3.94, 4.45], [-2.20, -3.64, 3.59], [-2.29, -2.57, 3.01], [-3.12, -4.63, 3.55], [-3.45, -6.02, 4.96], [-2.30, -6.57, 3.73], [-0.70, -5.78, 5.28], [-1.85, -4.78, 6.25], [-0.14, 4.10, -0.98], [-1.33, 4.51, -1.79], [-0.75, 5.49, -2.69], [0.56, 5.24, -2.83], [1.34, 5.69, -3.64], [0.98, 4.37, -1.85], [-0.12, 3.06, -0.72], [-0.10, 4.72, -0.07], [-2.04, 4.99, -1.17], [-1.75, 3.72, -2.38], [8.37, 0.92, -1.57], [7.12, 1.21, -2.11], [6.08, 0.39, -1.49], [5.88, -1.00, -2.04], [6.93, -1.81, -1.49], [7.24, -2.91, -2.34], [9.00, 1.65, -2.03], [8.74, -0.09, -1.89], [8.48, 1.07, -0.49], [5.20, 0.99, -1.69], [6.38, 0.18, -0.43], [5.89, -0.94, -3.15], [4.90, -1.44, -1.70], [7.66, -3.65, -1.70], [7.95, -2.62, -3.11], [6.28, -3.23, -2.80], [5.52, -2.94, 3.81], [4.87, -2.80, 2.56], [5.15, -1.72, 1.70], [4.47, -0.41, 2.05], [5.16, 0.19, 3.16], [4.27, 1.09, 3.77], [5.20, -2.18, 4.46], [6.63, -3.03, 3.79], [5.10, -3.81, 4.30], [4.91, -2.00, 0.70], [6.25, -1.50, 1.72], [3.37, -0.51, 2.24], [4.59, 0.23, 1.13], [3.61, 0.55, 4.50], [3.68, 1.60, 3.02], [4.87, 1.90, 4.20], [-2.76, 1.49, 0.05], [-2.64, 1.87, 1.41], [-2.44, 0.74, 2.22], [-2.64, 1.13, 3.63], [-3.93, 0.90, 4.20], [-4.97, 1.61, 3.56], [-1.84, 1.18, -0.35], [-3.04, 2.43, -0.51], [-3.55, 0.70, -0.10], [-1.37, 0.45, 2.06], [-3.07, -0.12, 1.98], [-2.42, 2.22, 3.74], [-1.99, 0.49, 4.28], [-4.84, 2.77, 3.55], [-5.88, 1.39, 4.15], [-5.08, 1.27, 2.47], [-6.14, 1.09, -4.54], [-5.82, 2.34, -4.01], [-5.89, 2.49, -2.59], [-7.27, 2.75, -2.02], [-7.29, 3.02, -0.63], [-6.58, 2.13, 0.25], [-6.42, 1.18, -5.60], [-6.98, 0.57, -3.93], [-5.33, 0.39, -4.39], [-5.33, 3.34, -2.28], [-5.39, 1.69, -2.06], [-8.07, 2.03, -2.25], [-7.46, 3.78, -2.45], [-5.55, 2.47, 0.35], [-6.57, 1.06, -0.10], [-7.13, 2.31, 1.15], [2.07, -3.01, 4.18], [2.02, -1.67, 4.56], [0.72, -1.13, 4.74], [0.91, 0.32, 5.21], [-0.14, 0.63, 6.11], [-0.20, 1.97, 6.56], [3.00, -3.10, 3.63], [1.31, -3.30, 3.51], [1.96, -3.64, 5.08], [0.15, -1.62, 5.55], [0.10, -1.30, 3.83], [1.08, 1.05, 4.39], [1.83, 0.34, 5.75], [-1.19, 2.10, 7.07], [-0.29, 2.56, 5.61], [0.57, 2.35, 7.30], [5.87, 7.41, 1.39], [5.70, 6.01, 1.30], [6.43, 5.35, 0.30], [6.12, 3.86, 0.26], [5.07, 3.65, -0.69], [3.72, 3.66, -0.25], [5.66, 7.89, 0.40], [6.91, 7.64, 1.65], [5.22, 7.75, 2.20], [7.51, 5.54, 0.47], [6.03, 5.88, -0.64], [5.81, 3.55, 1.25], [6.92, 3.30, -0.12], [3.07, 3.75, -1.12], [3.54, 4.57, 0.33], [3.35, 2.76, 0.31], [-2.59, 0.15, -3.61], [-1.63, -0.32, -2.64], [-0.47, 0.50, -2.67], [0.56, 0.10, -1.64], [0.02, -0.21, -0.36], [1.06, -0.49, 0.55], [-2.16, 0.35, -4.64], [-3.00, 1.17, -3.24], [-3.38, -0.55, -3.69], [-0.80, 1.54, -2.44], [0.02, 0.57, -3.61], [1.20, 0.98, -1.54], [1.17, -0.73, -1.92], [0.59, -0.74, 1.50], [1.76, 0.40, 0.72], [1.77, -1.28, 0.22], [-5.74, 5.98, -0.67], [-4.83, 5.00, -0.32], [-4.66, 4.90, 1.10], [-3.78, 6.04, 1.63], [-2.44, 5.87, 1.24], [-1.58, 6.94, 1.59], [-5.91, 5.85, -1.80], [-5.46, 7.05, -0.46], [-6.65, 5.72, -0.20], [-4.12, 3.96, 1.35], [-5.65, 4.74, 1.61], [-3.84, 5.98, 2.70], [-4.05, 7.09, 1.29], [-1.94, 7.86, 1.11], [-0.58, 6.73, 1.28], [-1.59, 7.14, 2.64], [-1.53, -4.64, -6.11], [-2.07, -3.33, -6.39], [-3.01, -2.87, -5.41], [-4.09, -3.88, -5.04], [-4.96, -4.05, -6.14], [-6.22, -4.60, -5.78], [-1.09, -4.73, -5.04], [-0.75, -4.94, -6.78], [-2.34, -5.37, -6.15], [-3.55, -2.03, -5.85], [-2.61, -2.54, -4.47], [-4.68, -3.48, -4.17], [-3.64, -4.85, -4.71], [-6.95, -4.68, -6.62], [-6.69, -3.99, -5.00], [-6.11, -5.58, -5.35]],
  "lowdin_charge": [-0.046, -0.139, 0.073, -0.636, 0.157, 0.023, 0.134, 0.106, 0.146, 0.133, -0.067, -0.072, 0.051, -0.578, 0.141, 0.020, 0.117, 0.148, 0.128, 0.107, -0.091, -0.103, 0.086, -0.614, 0.142, 0.058, 0.144, 0.087, 0.119, 0.137, -0.090, -0.050, 0.077, -0.568, 0.120, 0.058, 0.139, 0.073, 0.119, 0.136, -0.062, -0.108, 0.049, -0.567, 0.130, 0.082, 0.087, 0.129, 0.131, 0.114, -0.103, -0.100, 0.090, -0.570, 0.146, 0.037, 0.131, 0.099, 0.105, 0.132, -0.045, -0.111, 0.003, -0.608, 0.190, 0.102, 0.110, 0.126, 0.137, 0.123, -0.073, -0.072, 0.052, -0.595, 0.095, 0.108, 0.107, 0.135, 0.109, 0.086, -0.094, -0.048, 0.010, -0.565, 0.162, 0.080, 0.151, 0.122, 0.127, 0.121, -0.118, -0.100, 0.053, -0.586, 0.172, 0.041, 0.124, 0.125, 0.107, 0.150, -0.077, -0.074, 0.032, -0.544, 0.102, 0.054, 0.093, 0.153, 0.126, 0.123, -0.080, -0.095, 0.075, -0.548, 0.134, 0.023, 0.112, 0.131, 0.109, 0.096, -0.136, -0.172, -0.178, -0.219, -0.215, -0.077, 0.073, 0.096, 0.090, 0.106, 0.124, 0.140, 0.117, 0.080, 0.091, 0.075, -0.083, -0.235, -0.200, -0.191, -0.170, -0.114, 0.065, 0.111, 0.082, 0.095, 0.148, 0.122, 0.124, 0.094, 0.069, 0.088, -0.082, -0.187, -0.225, -0.184, -0.224, -0.099, 0.043, 0.096, 0.110, 0.131, 0.129, 0.147, 0.114, 0.111, 0.094, 0.094, -0.105, -0.192, -0.207, -0.190, -0.203, -0.082, 0.096, 0.118, 0.054, 0.100, 0.105, 0.122, 0.141, 0.050, 0.113, 0.086, -0.094, -0.186, -0.172, -0.186, -0.229, -0.104, 0.066, 0.063, 0.113, 0.121, 0.116, 0.131, 0.102, 0.090, 0.091, 0.103, -0.097, -0.234, -0.202, -0.151, -0.202, -0.082, 0.099, 0.084, 0.078, 0.128, 0.156, 0.125, 0.096, 0.047, 0.088, 0.092, -0.085, -0.166, -0.201, -0.177, -0.189, -0.100, 0.106, 0.114, 0.038, 0.108, 0.090, 0.122, 0.104, 0.067, 0.096, 0.093, -0.128, -0.214, -0.180, -0.200, -0.202, -0.083, 0.114, 0.098, 0.064, 0.109, 0.140, 0.116, 0.132, 0.092, 0.071, 0.075, -0.082, -0.183, -0.193, -0.227, -0.177, -0.108, 0.117, 0.082, 0.073, 0.127, 0.087, 0.121, 0.127, 0.100, 0.081, 0.074]
}